No. 1
A molecular structure, C2H5NO3S in a non-equilibrium geometry. Source: OMol25; level of theory: ωB97M-V with the def2-TZVPD basis set.

As for the HOMO-LUMO gap: 9.653 eV. The energy above the lowest of the compared OMol25 structures with the same formula, charge and spin is 4.629 eV. The largest force on an atom is 3.06 eV Å⁻¹. The total energy is -20618.905 eV. As for the multiplicity: 1.

```
12
Properties=species:S:1:pos:R:3:mulliken_charge:R:1
H -2.6759 -1.4564 -0.0662 0.267
O 2.2821 -0.5745 0.7661 -0.586
H -0.9119 -0.4775 1.9214 0.338
O 1.0346 -0.5654 -1.4714 -0.597
N 1.3405 1.6699 0.1085 -0.574
S 1.1871 -0.1374 -0.0709 0.921
O -1.7504 0.3264 0.0919 -0.311
C -1.6950 -1.0299 -0.2688 -0.139
H 0.8418 1.9541 -0.7521 0.297
H 2.2716 2.0567 -0.0211 0.271
H -0.9762 -1.3272 -1.0503 0.254
C -0.9483 -0.4386 0.8128 -0.141
```



No. 2
A gas-phase ion, C5H12NO (charge +1) in a non-equilibrium geometry. Source: OMol25; level of theory: ωB97M-V with the def2-TZVPD basis set.

As for the HOMO-LUMO gap: 9.460 eV. The energy above the lowest of the compared OMol25 structures with the same formula, charge and spin is 2.373 eV. The largest force on an atom is 5.34 eV Å⁻¹. The total energy is -8908.256 eV. As for the multiplicity: 1. As for the total charge: +1.

```
19
Properties=species:S:1:pos:R:3:mulliken_charge:R:1
H -0.9868 -1.6514 1.6556 0.419
H -2.1493 -1.3388 0.4073 0.414
H -1.0384 1.0157 1.6881 0.365
H -0.2338 0.5304 -1.9460 0.282
H -2.2502 0.9389 0.5167 0.406
C 1.0914 -0.1973 0.1393 0.488
H -0.9656 -2.6133 0.0957 0.295
N -0.3456 -0.3382 -1.3735 -0.410
H 2.7851 0.9637 -0.1960 0.421
C 1.7595 1.1233 0.0502 -1.428
H 2.7551 -1.0037 -0.1921 0.368
H -0.7366 1.7359 0.0455 0.301
H 1.6603 1.5235 1.0697 0.389
C -1.0898 -1.5680 0.6375 -1.454
C -0.4924 -0.3645 0.0088 1.067
H 1.3979 1.9227 -0.4897 0.424
H -0.3642 -1.3070 -1.9507 0.311
O 1.8305 -1.3236 -0.1998 -0.365
C -1.1793 0.9206 0.6252 -1.296
```



No. 3
C3H4N2O in the gas phase. Source: OMol25; level of theory: ωB97M-V with the def2-TZVPD basis set.

As for the HOMO-LUMO gap: 9.646 eV. The energy above the lowest of the compared OMol25 structures with the same formula, charge and spin is 5.635 eV. The largest force on an atom is 0.92 eV Å⁻¹. The total energy is -8198.250 eV. As for the multiplicity: 1.

```
10
Properties=species:S:1:pos:R:3:mulliken_charge:R:1
C 1.0810 0.7413 -0.3643 0.162
C 0.5617 -0.0720 0.7488 -0.532
H 0.2578 0.5758 1.5745 0.300
H -0.4337 -1.5985 -0.2757 0.264
O 1.1375 1.9389 -2.4041 -0.627
C -1.8331 -0.3279 0.5897 -0.525
H 1.3244 -0.7732 1.1022 0.316
N 1.0778 1.3260 -1.3702 0.523
H -2.5369 -1.0176 0.0813 0.184
N -0.6364 -0.7928 0.3180 -0.065
```



No. 4
2 unconnected molecules or ions with the total composition C4H8O2. Source: OMol25; level of theory: ωB97M-V with the def2-TZVPD basis set.

The structure (SMILES) is C=CO.CC=O. As for the HOMO-LUMO gap: 9.792 eV. The energy above the lowest of the compared OMol25 structures with the same formula, charge and spin is 1.702 eV. The largest force on an atom is 0.55 eV Å⁻¹. The total energy is -8371.580 eV. As for the multiplicity: 1.

```
14
Properties=species:S:1:pos:R:3:mulliken_charge:R:1
H -0.7360 0.1644 1.4515 0.384
C 0.3099 -1.7113 -0.0165 0.224
H 0.2573 -2.5122 -0.7793 0.349
H 1.5240 -0.1318 0.7762 0.293
H 1.5584 -0.3070 -1.0001 0.301
O -0.5140 1.1157 1.4933 -0.511
H -1.4795 1.6904 -1.6765 0.242
C -1.3621 1.1205 -0.7628 -0.722
O -0.6109 -1.5882 0.7669 -0.542
H -0.3715 2.6929 0.2496 0.338
H -1.7813 0.1196 -0.7329 0.287
H 2.4268 -1.4802 -0.0084 0.358
C 1.5330 -0.8483 -0.0474 -0.992
C -0.7540 1.6756 0.2862 -0.008
```



No. 5
A gas-phase ion, C4H9N2 (charge +1) in a non-equilibrium geometry. Source: OMol25; level of theory: ωB97M-V with the def2-TZVPD basis set.

The structure (SMILES) is C/[NH+]=C\N1CC1. As for the HOMO-LUMO gap: 9.870 eV. The energy above the lowest of the compared OMol25 structures with the same formula, charge and spin is 3.454 eV. The largest force on an atom is 6.56 eV Å⁻¹. The total energy is -7264.688 eV. As for the multiplicity: 1. As for the total charge: +1.

```
15
Properties=species:S:1:pos:R:3:mulliken_charge:R:1
H -0.2309 2.0875 0.7522 0.422
H -1.7964 -1.4459 0.9020 0.313
H -2.3775 1.1293 0.7320 0.320
H -1.0331 -1.0952 -0.6293 0.336
C -0.4616 1.1166 0.3635 -0.001
C 1.5288 -0.8410 -0.2952 -0.405
N -1.6015 0.4964 0.4504 -0.029
C 2.1070 0.5814 -0.2767 -0.397
H -2.8076 -0.8939 -0.5005 0.330
N 0.6980 0.4775 -0.4955 -0.260
H 1.1488 -1.2468 0.7080 0.296
H 2.6295 0.9918 -1.1725 0.235
C -1.8374 -0.7963 0.0164 -0.802
H 2.4922 0.8936 0.6255 0.333
H 1.5417 -1.4550 -1.1802 0.309
```



No. 6
A molecular structure, C40H55N8O3P3PbS in a non-equilibrium geometry. Source: OMol25; level of theory: ωB97M-V with the def2-TZVPD basis set.

As for the HOMO-LUMO gap (alpha / beta): 3.798 / 4.562 eV. The energy above the lowest of the compared OMol25 structures with the same formula, charge and spin is 1.351 eV. The largest force on an atom is 2.74 eV Å⁻¹. The total energy is -104343.071 eV. As for the multiplicity: 1. As for the total charge: +4.

```
111
Properties=species:S:1:pos:R:3:mulliken_charge:R:1
C -3.6859 3.5617 0.4523 -0.344
C -2.8787 -1.3382 -4.8759 -1.212
H 1.3751 1.8173 6.1318 0.518
H 0.8653 -4.8823 -3.1241 0.619
H -3.5535 1.0976 2.5610 0.572
C -1.7687 2.3077 2.6817 -1.420
C -2.6502 1.1756 3.1753 -1.255
H 3.1458 -1.4892 -1.9520 -0.305
H -1.7219 -2.4239 5.2480 0.368
C 2.1090 4.2592 1.3534 -1.120
C 0.6993 -1.3352 3.8985 -1.145
C -0.4060 4.6684 0.2278 -0.879
C 0.5062 5.7067 0.2957 -0.842
P -1.3066 2.0997 0.9034 1.222
N -1.8374 -2.0020 -0.0404 0.228
N 4.3364 -0.1017 -2.9307 0.244
C 2.8553 -4.5690 -2.3076 -0.850
C 3.3641 -4.2473 -0.8985 -0.602
H -3.6523 -4.0272 -1.7898 0.170
H 0.3958 -2.3641 3.7194 0.509
C 2.2726 0.1517 5.2049 -0.867
C -0.0627 3.4276 0.7611 0.852
H -2.9643 1.3127 4.2146 0.636
H 5.2454 1.3481 -4.1297 0.329
O 1.4571 0.2753 2.2918 -0.442
C 4.2978 1.1785 -3.6148 -0.940
C 2.0769 -1.0154 4.3517 -0.414
H -0.2243 0.4262 -2.6582 -0.355
H -2.2664 3.2740 2.7985 0.766
Pb -0.0100 -0.4220 0.1459 2.296
H -0.8268 2.3590 3.2308 0.495
H 3.7140 -5.1411 -0.3848 0.578
C 1.7619 5.5042 0.8440 -0.764
N -0.6460 -0.3364 -2.1461 0.617
C 3.0703 -0.5046 -2.4168 -0.603
H 2.8042 -1.8172 4.4355 0.540
H 3.2465 0.3008 5.6457 0.552
C 1.2036 3.2133 1.3081 -0.023
C -0.0567 0.7601 4.9082 -0.248
C -2.8829 2.1890 -1.3614 -0.277
C -4.8838 -3.4174 4.5619 -0.550
H -3.4392 -4.0004 -0.0956 0.188
C -0.9995 0.2886 -4.8543 -0.985
H 3.0254 -5.6237 -2.5184 0.357
H -5.5917 3.9688 -2.3095 0.438
H 2.6778 3.1010 -1.3966 0.415
C -4.6975 4.0266 -0.3680 -0.722
C -3.6510 -3.3444 5.1976 -0.748
P 2.4035 0.6535 -1.0764 1.618
H 1.1889 -3.2128 -2.6378 -0.271
H -3.4586 -3.9486 6.0709 0.470
C -2.3929 -2.5393 -1.0781 0.161
H 0.2249 6.6799 -0.0737 0.495
S 1.9595 -3.6421 0.1138 -0.003
O 1.7969 -2.1756 -0.2556 -0.693
H -2.1842 1.4434 -1.7123 0.537
C 1.2396 0.9721 5.4775 -0.797
H 2.3441 -0.5586 -3.2322 0.498
H 6.3543 0.0537 -2.4273 0.320
O 1.7022 -0.9186 2.9226 0.103
H 4.9960 3.0405 -0.9381 0.409
H -3.6126 3.9484 1.4571 0.395
H -0.8185 1.4891 5.1409 0.640
C -4.8004 3.5904 -1.6816 -0.754
C -3.8875 2.6702 -2.1795 -0.568
C -2.7581 2.6458 -0.0484 0.013
C -5.1417 -2.6320 3.4446 -0.860
H -2.6946 -2.6102 -3.0638 0.247
N -3.2023 -3.6102 -0.9929 -0.401
H 4.1659 -3.5134 -0.8699 0.179
H 3.9608 1.5424 0.6107 0.464
C 5.1498 2.2345 -1.6560 -0.907
H -1.3805 4.8285 -0.2076 0.465
C -2.9374 -1.6815 3.6235 0.851
N -1.7964 -0.6976 -4.1449 0.234
H 0.8252 -5.5693 -0.7222 0.607
H -2.1110 -2.4670 0.8171 -0.235
C 0.7959 -4.5160 -0.9918 -0.343
C -0.3570 -0.3360 4.1620 0.476
H -6.1033 -2.6818 2.9578 0.485
H 6.1072 2.3819 -2.1584 0.302
H -4.3558 -1.1858 2.0784 0.369
C -2.6668 -2.4917 4.7282 -0.577
H -3.0784 -0.7628 -5.7758 0.357
H 4.1523 -0.2103 0.4129 0.515
P -1.7577 -0.4366 3.0133 0.976
H 0.0649 0.0685 -4.7513 0.276
H -3.9698 2.3349 -3.2026 0.488
H -3.8026 -1.3478 -4.2937 0.442
H 3.0845 4.1139 1.7888 0.615
H 2.0345 2.3374 -2.8624 0.516
C -1.5127 -0.9949 -2.8664 -0.269
C 2.7789 2.2422 -2.0676 -1.285
H -0.2023 -4.1155 -0.8413 -0.169
H -5.3976 4.7501 0.0231 0.484
C -4.1636 -1.7857 2.9577 -0.475
N -2.2023 -2.0788 -2.3556 0.052
C 4.0396 0.7354 -0.1231 -1.390
H -2.6141 -2.3514 -5.1922 0.362
H 1.4654 2.2372 1.6986 0.308
H -1.2408 0.2459 -5.9122 0.414
N 4.0826 2.2284 -2.6375 0.517
H -1.2003 1.3044 -4.5033 0.314
C 5.3936 -0.1113 -1.9352 -0.863
C 1.3558 -4.2615 -2.3764 -0.037
H 3.4910 1.1835 -4.3507 0.380
H 2.4735 6.3143 0.8621 0.450
H 3.3948 -3.9993 -3.0622 0.372
H 5.4157 -1.0775 -1.4268 0.287
N 5.1570 0.9525 -0.9784 0.380
H -5.6387 -4.0979 4.9264 0.458
```



- The lowest largest force on an atom belongs to which entry?
  C4H8O2



- Look up the multiplicity of the second one.
  1